Record 1
This record from the OMol25 dataset describes C29H31Cl2CoF5N3OS2Sb as an isolated structure. The level of theory is the ωB97M-V functional and the def2-TZVPD basis.

Computed properties:
* total charge: -2
* frontier orbital gap (spin up / spin down): 6.1 / 6.0 eV
* spin multiplicity: 2
* HOMO level (spin up / spin down): -1.605 / -1.583 eV
* ΔE to the lowest compared entry with this formula, charge and spin: 0.048 eV

Geometry as XYZ:
```
75
C29H31Cl2CoF5N3OS2Sb (the ωB97M-V functional and the def2-TZVPD basis)
Sb -0.770 1.654 -1.807
Co -0.007 -0.813 1.642
Cl -2.885 -4.103 4.868
Cl -2.340 -1.160 0.280
S -1.183 -1.971 3.265
S -0.547 1.271 2.703
F 1.992 -5.684 0.121
F 0.176 -4.431 1.477
F 3.704 -0.116 0.289
F 4.347 -4.771 -0.313
F 5.495 -1.195 -1.236
O 1.031 -0.111 0.151
N -0.122 1.570 5.302
N 1.349 0.144 4.343
N 1.788 -0.457 3.201
C -4.268 -2.923 0.769
C 0.832 -2.297 0.723
C -1.393 3.935 -3.986
C -4.980 -3.860 1.501
C -2.541 2.759 -1.162
C 1.713 -1.311 -0.009
C 2.101 2.477 -1.249
C 4.530 -2.342 1.663
C 4.499 -2.180 -1.186
C -2.651 2.751 0.360
C -3.777 2.126 -1.793
C 0.704 2.838 -0.753
C 3.268 -1.799 -1.995
C -0.526 2.704 -3.748
C 2.171 -4.350 0.304
C -0.709 1.699 -4.883
C 3.983 -2.490 0.225
C -3.124 -2.348 1.291
C -4.519 -4.199 2.764
C 3.063 -1.316 0.655
C -3.372 -3.613 3.262
C 2.947 -0.995 3.273
C 1.019 -3.603 0.772
C 0.310 0.920 4.155
C 3.392 -3.867 0.093
C -2.593 -2.658 2.564
C 2.061 -1.522 -1.488
C 3.495 -1.580 2.069
C 0.470 4.341 -0.819
H -1.784 3.198 0.847
H -0.516 2.156 -5.863
H -0.523 4.632 -0.470
H -5.874 -4.317 1.095
H -4.689 2.667 -1.507
H -2.457 3.686 -3.973
H 5.345 -2.838 2.174
H -1.732 1.309 -4.901
H 4.965 -3.059 -1.633
H -1.178 4.376 -4.969
H 3.511 -0.976 4.206
H -4.593 -2.623 -0.219
H 2.855 3.028 -0.675
H 0.613 2.480 0.276
H -2.732 1.732 0.746
H -3.890 1.093 -1.454
H 1.233 -1.315 -2.161
H -2.436 3.788 -1.513
H 0.590 4.715 -1.842
H -1.106 1.781 5.276
H -1.232 4.708 -3.234
H 0.521 3.022 -3.735
H 2.244 2.742 -2.303
H -0.044 0.840 -4.773
H -3.728 2.109 -2.885
H 1.205 4.865 -0.197
H 3.398 -1.822 -3.074
H 2.294 1.416 -1.103
H -5.041 -4.924 3.373
H -3.543 3.298 0.690
H 0.190 1.107 6.144
```

***

Record 2
This record from the OMol25 dataset describes C6H8N2 as an isolated structure. The level of theory is the ωB97M-V functional and the def2-TZVPD basis.

Computed properties:
* total charge: 0
* frontier orbital gap: 10.0 eV
* HOMO level: -9.247 eV
* ΔE to the lowest compared entry with this formula, charge and spin: 4.930 eV

Geometry as XYZ:
```
16
C6H8N2 (the ωB97M-V functional and the def2-TZVPD basis)
N -2.837 0.037 -0.001
N -0.165 0.001 1.061
C -1.673 0.061 -0.190
C 0.148 1.020 0.006
C -0.345 -0.135 -0.887
C 1.790 -0.764 -0.140
C 1.860 0.827 -0.123
C 0.196 -0.975 0.127
H 2.299 -1.237 0.701
H -0.040 2.074 0.153
H 2.495 1.248 0.809
H 0.531 -0.012 1.884
H 2.210 1.149 -1.200
H -0.273 -0.276 -1.910
H -0.076 -2.093 0.504
H 2.011 -1.323 -1.125
```

***

Record 3
This record from the OMol25 dataset describes a 15-piece molecular cluster, C6H30O18 overall. The level of theory is the ωB97M-V functional and the def2-TZVPD basis.

Computed properties:
* total charge: -2
* frontier orbital gap: 3.7 eV
* HOMO level: -0.317 eV
* ΔE to the lowest compared entry with this formula, charge and spin: 5.590 eV

Geometry as XYZ:
```
54
C6H30O18 (the ωB97M-V functional and the def2-TZVPD basis)
O 30.952 21.987 5.824
O 28.354 34.041 -0.119
O 30.270 35.627 4.480
O 28.109 28.298 8.672
O 25.783 30.144 -1.649
O 24.389 30.493 12.836
O 20.920 25.920 3.113
O 28.370 23.673 13.970
O 24.129 21.127 2.043
O 23.487 24.060 -1.649
O 26.962 25.419 5.302
O 25.155 19.793 7.136
O 27.471 30.630 6.756
O 33.820 25.972 12.007
O 26.159 27.391 3.668
O 31.951 35.087 9.571
O 33.563 29.527 7.673
O 20.913 31.536 6.073
C 27.401 29.356 6.482
C 26.967 29.088 5.245
C 27.150 26.586 5.641
C 27.746 28.201 7.396
C 27.659 26.964 6.937
C 26.800 27.740 4.662
H 27.784 33.276 -0.204
H 34.062 26.543 12.736
H 32.121 35.893 9.084
H 29.448 35.436 4.933
H 30.025 22.199 5.715
H 25.213 30.162 12.478
H 28.308 34.273 0.808
H 32.926 29.918 8.272
H 24.183 23.529 -2.036
H 31.173 34.715 9.155
H 31.386 22.837 5.891
H 20.949 32.484 5.940
H 24.022 31.032 12.135
H 23.947 24.698 -1.103
H 26.914 29.905 4.541
H 27.917 26.132 7.575
H 24.307 19.579 6.746
H 24.751 21.588 2.607
H 33.476 30.033 6.866
H 21.831 31.264 6.106
H 25.403 20.623 6.729
H 25.509 29.630 -0.890
H 28.568 24.095 14.806
H 33.464 26.565 11.346
H 30.386 36.572 4.582
H 25.324 29.744 -2.388
H 23.975 21.727 1.314
H 28.458 24.372 13.322
H 20.674 25.966 4.037
H 21.851 26.139 3.101
```

***

Record 4
This record from the OMol25 dataset describes C23H23AsCaOP as an isolated structure. The level of theory is the ωB97M-V functional and the def2-TZVPD basis.

Computed properties:
* total charge: -1
* frontier orbital gap (spin up / spin down): 5.3 / 3.6 eV
* HOMO level (spin up / spin down): -2.793 / -1.095 eV
* ΔE to the lowest compared entry with this formula, charge and spin: 0.000 eV

Geometry as XYZ:
```
50
C23H23AsCaOP (the ωB97M-V functional and the def2-TZVPD basis)
As -0.095 -0.181 3.826
Ca -0.079 -0.201 0.008
P 0.156 2.714 0.762
O -0.167 -0.369 2.133
C 1.835 3.296 5.148
C -2.126 0.660 5.714
C 1.088 -4.495 5.308
C 0.403 -1.912 4.500
C -0.329 -2.491 -2.087
C 1.740 -2.325 4.438
C 2.527 1.056 3.610
C -2.915 0.367 3.433
C 3.151 3.133 4.700
C -1.876 0.332 4.373
C -0.132 -2.379 -0.754
C 1.230 1.191 4.123
C 3.493 2.021 3.920
C -0.248 -4.078 5.361
C 2.078 -3.623 4.841
C 0.865 2.334 4.843
C -4.458 1.059 5.175
C 0.437 0.724 -2.093
C -3.420 1.022 6.113
C 0.118 -0.122 -3.095
C -0.233 -1.509 -3.124
C -4.204 0.733 3.837
C -0.597 -2.784 4.956
H -0.169 2.469 5.160
H 4.514 1.904 3.551
H -0.605 -3.487 -2.495
H -5.014 0.764 3.105
H 3.906 3.879 4.950
H -0.195 -3.278 -0.119
H 0.128 0.312 -4.115
H -1.636 -2.451 4.991
H 3.116 -3.953 4.771
H 2.509 -1.642 4.077
H 1.194 3.134 1.645
H -0.904 3.296 1.520
H 0.288 3.815 -0.135
H -0.432 -1.896 -4.131
H 1.556 4.173 5.737
H 2.783 0.211 2.969
H -3.608 1.276 7.158
H -5.464 1.341 5.489
H -1.026 -4.765 5.699
H 1.355 -5.506 5.612
H -1.315 0.633 6.444
H -2.714 0.107 2.392
H 0.718 1.763 -2.340
```

***

Record 5
This record from the OMol25 dataset describes C30H20F5N4Pb as an isolated structure. The level of theory is the ωB97M-V functional and the def2-TZVPD basis.

Computed properties:
* total charge: -1
* frontier orbital gap: 6.1 eV
* HOMO level: -4.381 eV
* ΔE to the lowest compared entry with this formula, charge and spin: 0.000 eV

Geometry as XYZ:
```
60
C30H20F5N4Pb (the ωB97M-V functional and the def2-TZVPD basis)
Pb -0.143 0.535 -0.249
F -2.560 2.368 -1.440
F -4.848 2.083 0.039
F -2.331 2.833 0.708
F -3.879 0.627 1.309
F -4.125 0.232 -0.814
N 2.534 0.103 0.112
N 7.110 -0.294 7.755
N 0.907 -1.131 -2.711
N 0.155 0.479 2.137
C -2.452 1.765 -0.189
C 3.454 0.141 -0.822
C -2.616 -2.081 -3.172
C -3.831 1.190 0.080
C -0.915 -3.774 1.249
C -0.657 -0.678 -4.507
C 4.628 0.104 1.071
C -1.365 -1.949 -2.576
C 5.171 -1.259 5.002
C -0.698 -2.407 1.100
C -0.568 0.294 4.280
C -1.316 -3.927 -1.100
C 3.793 1.109 4.549
C -2.906 -1.513 -4.403
C 6.350 -0.231 6.894
C 4.778 0.145 -0.291
C 5.397 -0.151 5.815
C 0.797 0.128 4.298
C 1.261 0.242 2.953
C 3.214 0.087 1.320
C -1.214 -4.547 0.136
C -0.774 -1.757 -0.138
C -1.107 -2.553 -1.238
C 4.705 1.036 5.587
C 3.570 0.011 3.723
C -1.919 -0.795 -5.065
C -0.909 0.513 2.928
C 4.265 -1.171 3.960
C 2.613 0.112 2.577
C -0.367 -1.257 -3.271
H -0.852 -4.227 2.231
H 4.886 1.892 6.223
H -2.128 -0.326 -6.018
H -1.254 0.255 5.111
H 5.696 0.183 -0.858
H 0.122 -0.132 -5.029
H 5.709 -2.178 5.189
H 5.412 0.127 1.813
H -3.385 -2.621 -2.630
H -1.373 -5.615 0.228
H 3.243 2.023 4.367
H -3.894 -1.617 -4.833
H -1.891 0.701 2.519
H -1.554 -4.514 -1.982
H -0.467 -1.837 1.994
H 3.178 0.179 -1.868
H 1.414 -0.067 5.160
H 4.085 -2.024 3.318
H 1.185 -1.866 -2.079
H 1.630 -0.863 -3.358
```

***

Record 6
This record from the OMol25 dataset describes C5H8N4 as an isolated structure. The level of theory is the ωB97M-V functional and the def2-TZVPD basis.

Computed properties:
* total charge: 0
* frontier orbital gap: 9.0 eV
* HOMO level: -8.306 eV
* ΔE to the lowest compared entry with this formula, charge and spin: 6.689 eV

Geometry as XYZ:
```
17
C5H8N4 (the ωB97M-V functional and the def2-TZVPD basis)
N 0.834 -0.694 -0.092
N 0.318 1.617 -0.001
N 2.546 0.861 0.054
N 3.346 -0.460 0.012
C -0.524 -0.920 -0.010
C -2.901 -0.258 0.048
C -0.801 1.383 -0.045
C 1.256 0.568 0.066
C -1.460 -0.011 0.012
H -3.676 0.683 -0.540
H -1.508 2.617 0.120
H 3.952 -0.611 0.826
H -3.059 -0.390 1.059
H 1.461 -1.255 -0.044
H -0.600 -1.867 0.298
H 4.017 -0.181 -1.064
H -3.201 -1.082 -0.699
```

***

Number 1: calculated total energy -5202.193364 Ha. Number 2: calculated total energy -342.752772 Ha. Number 3: calculated total energy -1600.875073 Ha. Number 4: calculated total energy -4220.026945 Ha. Number 5: calculated total energy -2066.468672 Ha. Number 6: calculated total energy -414.086337 Ha.